C14H16O2 | ωB97M-V/def2-TZVPD

Results
**E_LUMO (alpha / beta)**: 3.58 / 3.51 eV
**Strongest force on any atom**: 2.1 eV/Å
**Relative energy (zero: lowest compared OMol25 entry of this formula, charge and spin)**: 16.7 kcal/mol
**Gap between HOMO and LUMO (alpha / beta)**: 2.668 / 7.576 eV
**<S²>**: 0.7579
**Energy**: -18870.4316 eV

Geometry as ORCA input:
```
! RIJCOSX wB97M-V def2-TZVPD def2/J DEFGRID3
* xyz -1 2
O -1.582 0.350 2.888
H 2.219 -2.505 2.679
C 1.558 1.103 0.236
H -2.150 -1.687 -1.070
O 1.941 1.630 -2.106
H 0.550 -1.866 2.587
H 2.506 -2.532 -0.347
H -2.165 -1.654 1.420
H 1.341 2.159 0.395
C 2.057 0.754 -0.986
C -1.981 -0.769 -0.515
H -1.994 2.648 1.357
C -1.898 0.422 -1.232
C -1.864 1.620 -0.542
H 2.740 -0.828 -2.299
C 2.390 -0.576 -1.318
C 1.228 0.151 1.226
H 0.698 0.372 2.139
C 2.238 -1.480 -0.229
H 0.878 -3.029 1.444
H -0.485 0.093 -2.845
H -2.178 -0.145 -3.292
C 1.770 -1.145 1.040
C 1.404 -2.259 2.015
C -1.975 -0.738 0.877
H -1.321 1.208 3.218
H -1.821 2.510 -1.156
H -1.581 1.475 -3.108
C -1.937 1.688 0.860
H 2.784 2.077 -2.204
C -1.876 0.480 1.555
C -1.492 0.473 -2.689
*
```

***

C40H115N5O20 | ωB97M-V/def2-TZVPD

Results
**E_LUMO**: 0.50 eV
**Strongest force on any atom**: 2.9 eV/Å
**Gap between HOMO and LUMO**: 8.887 eV
**Energy**: -91733.3107 eV

Geometry as ORCA input:
```
! RIJCOSX wB97M-V def2-TZVPD def2/J DEFGRID3
* xyz 0 1
C 2.518 -8.147 2.275
H -3.024 6.400 0.809
H -1.266 2.149 1.172
H -1.547 5.103 4.084
H -3.598 -3.116 4.032
C 4.838 2.720 -3.233
H 3.757 -3.964 -2.332
H 2.443 4.750 1.536
H -2.173 0.017 -3.499
C -5.314 -6.252 4.295
O 3.958 -5.872 -1.529
O 1.278 5.693 0.130
O -2.634 -1.811 -2.457
H 5.358 2.073 1.466
H -5.189 -4.313 5.783
H 1.011 5.650 -2.487
O -3.142 -1.214 2.668
C -2.691 7.752 -4.160
O 5.795 -1.890 -2.444
C -3.891 6.451 0.175
H 4.066 -7.710 -2.425
H -3.200 -3.329 6.904
H 1.999 -0.321 2.709
H 2.081 -0.029 0.238
H 6.089 -0.741 0.647
C -2.110 3.604 -5.822
C -0.608 -5.051 0.017
C 2.417 -3.006 -4.655
O -3.528 6.933 -1.101
O 3.736 -2.602 -4.916
H 1.564 5.286 -4.102
H -2.563 8.457 -3.338
O 0.811 0.233 -1.391
H 0.793 4.854 0.106
H -2.389 -1.212 5.830
O 0.264 0.685 3.169
H 1.322 -0.694 4.264
H 4.841 3.791 -3.483
H -2.893 6.783 -3.722
C -2.091 3.208 -0.410
H 6.273 -0.853 -4.012
C -2.380 -1.717 4.874
C 4.727 -7.954 1.335
H 0.617 3.789 4.222
H -2.656 0.487 1.679
C 1.070 -7.964 1.879
C 1.172 0.498 -0.001
H 4.818 -4.399 0.513
H -0.894 -1.239 -3.339
H -2.760 5.486 -6.039
H 0.503 1.367 5.026
H 2.617 -9.077 2.855
H -1.047 -6.584 1.468
H 2.868 -7.289 2.878
N 4.242 -2.473 -0.258
C -3.364 4.304 3.344
H -4.212 7.546 -1.399
H -1.498 -2.661 -0.262
H -1.679 2.337 3.128
H 3.275 -1.566 1.348
H 5.992 1.726 -0.214
H -3.111 2.882 -0.110
H 0.874 3.062 -3.574
H -5.405 2.626 3.056
H 4.996 -0.071 -3.025
N -1.299 2.970 3.828
H -2.021 3.098 -4.833
H -3.651 -0.132 4.378
H 1.866 -2.606 -5.495
H -7.678 1.994 -2.503
H 1.578 -6.764 0.261
H -1.975 4.240 -0.056
C 0.788 1.652 4.014
H 3.751 -6.236 -3.544
C 0.857 4.989 -3.333
C -2.991 4.058 -2.378
H 4.446 2.597 -2.169
C 1.935 5.710 1.430
H 5.341 -1.854 -1.581
H 4.298 -2.780 -4.144
H 2.723 -0.432 -1.770
C 5.081 1.789 0.405
H 3.407 -2.094 -0.711
C -1.856 4.296 3.430
H 0.558 -8.793 1.412
O 1.150 3.673 -2.878
O -3.724 3.426 2.328
O -3.151 4.607 -5.915
H -2.915 -2.299 -3.227
H -0.197 5.065 -3.649
N 0.976 -6.711 1.083
H 1.594 2.172 1.326
H 5.116 -7.489 0.461
H 6.790 -0.120 -2.446
C 0.162 2.985 3.628
C -3.509 -0.216 1.759
H 4.346 1.774 -4.778
H 4.691 -2.489 1.855
C -2.844 -0.654 3.906
H -2.938 3.907 -3.430
H -2.429 2.865 -6.565
H 0.604 -1.369 2.801
H 1.890 1.639 3.978
H 2.685 6.565 1.419
H 4.729 -7.291 2.175
H -2.914 5.072 -2.047
H 2.337 -4.079 -4.700
H -3.627 8.015 -4.602
H -0.901 -2.058 1.362
H -6.634 3.480 -2.664
H -4.269 -5.467 6.825
O -1.970 3.314 -1.855
H -1.600 -5.047 -0.498
H 5.342 -6.599 -2.870
H -3.758 5.290 3.215
N -3.432 -2.735 4.946
H 5.155 -8.899 1.616
C 1.934 0.271 -2.175
H 3.109 -4.265 0.087
H -2.190 -4.224 5.796
O 3.878 1.964 -3.979
H 0.258 -2.499 0.037
C -6.731 2.384 -2.852
O -4.119 -5.667 4.714
C -1.076 2.287 0.094
C -5.139 3.222 2.205
C -0.717 -2.736 0.501
N 0.304 2.836 -0.182
C 1.426 1.983 0.253
H -1.468 -2.246 4.577
H 0.485 -7.803 2.796
C 4.119 -3.950 -0.213
H -2.067 0.102 3.762
C 1.034 -0.477 3.238
H -5.709 4.148 2.287
H -4.424 0.290 2.100
O 4.462 0.503 0.353
C 4.293 -1.802 1.073
H 0.420 2.933 -1.194
H -5.292 2.777 1.229
H -6.161 -5.579 4.136
H 1.215 5.881 2.207
H -3.929 3.667 -2.001
H 5.186 -0.204 2.129
H -1.505 8.545 -5.587
H 5.830 2.243 -3.272
H -5.658 -6.994 5.044
O 3.349 -8.157 1.119
H -4.608 7.116 0.680
H 2.255 2.337 -0.349
H -5.859 2.581 -4.528
H 4.305 2.451 0.005
C 4.358 -4.534 -1.623
H -1.307 -0.269 -2.012
H -3.810 3.945 4.273
H -3.683 -0.748 0.836
O -0.673 -4.058 1.009
H -5.934 1.815 -2.308
H -4.331 5.446 0.060
C 4.269 -6.675 -2.660
H 5.393 -4.401 -1.857
O -6.696 2.135 -4.261
C -4.267 -4.877 5.926
H 2.107 -2.587 -3.728
C -1.766 -0.786 -2.868
C -0.359 -6.423 0.620
C 5.970 -0.600 -2.994
C 5.103 -0.528 1.099
H 0.185 -4.857 -0.738
H 1.618 -0.112 -3.135
H -1.313 1.314 -0.279
H -1.173 4.026 -6.165
H -1.421 4.522 2.443
H 0.395 3.179 2.566
H 2.427 1.263 -2.327
H -0.747 -7.050 -0.174
O -1.630 7.727 -5.098
H -5.186 -6.755 3.337
H 0.401 0.125 0.688
C -3.179 -3.767 5.903
*
```

***

C4H6N4O2 | ωB97M-V/def2-TZVPD

Results
**E_LUMO**: 0.24 eV
**Strongest force on any atom**: 4.4 eV/Å
**Relative energy (zero: lowest compared OMol25 entry of this formula, charge and spin)**: 73.2 kcal/mol
**Gap between HOMO and LUMO**: 8.509 eV
**Energy**: -14299.3733 eV

Geometry as ORCA input:
```
! RIJCOSX wB97M-V def2-TZVPD def2/J DEFGRID3
* xyz 0 1
C -2.006 -0.428 -0.085
H -0.110 -1.032 -2.185
C 1.122 -0.039 -0.852
N 0.308 0.220 0.282
H -3.481 -0.188 1.335
N -1.107 0.317 0.549
C 1.210 0.394 1.333
H -1.492 1.126 1.010
C 2.446 0.359 0.781
O -1.739 -1.266 -0.897
N 2.377 0.043 -0.529
H 3.379 0.538 1.386
O -3.288 -0.206 0.386
H 0.945 0.415 2.319
H 1.011 -0.032 -2.838
N 0.427 -0.222 -1.996
*
```

***

C4H11NO2 | ωB97M-V/def2-TZVPD

Results
**E_LUMO**: 0.97 eV
**Strongest force on any atom**: 1.9 eV/Å
**Relative energy (zero: lowest compared OMol25 entry of this formula, charge and spin)**: 34.2 kcal/mol
**Gap between HOMO and LUMO**: 10.305 eV
**Energy**: -9910.7597 eV

Geometry as ORCA input:
```
! RIJCOSX wB97M-V def2-TZVPD def2/J DEFGRID3
* xyz 0 1
C 1.829 -0.500 0.526
O -0.869 0.204 -1.779
N 0.923 -0.492 -0.609
H -0.646 2.474 -0.465
C -1.614 -1.181 0.758
H 0.631 -1.412 -0.912
H -0.935 -1.577 1.524
H 2.445 0.399 0.505
H -2.633 -1.223 1.146
O -1.317 0.152 0.427
H 0.981 2.153 -1.102
C 0.238 1.850 -0.367
H 0.630 1.962 0.639
H -1.555 -1.831 -0.127
H -1.764 0.526 -1.455
H 1.308 -0.552 1.489
H 2.494 -1.355 0.424
C -0.147 0.404 -0.622
*
```

***

C4H7NOSi | ωB97M-V/def2-TZVPD

Results
**E_LUMO**: 0.91 eV
**Strongest force on any atom**: 3.5 eV/Å
**Relative energy (zero: lowest compared OMol25 entry of this formula, charge and spin)**: 67.6 kcal/mol
**Gap between HOMO and LUMO**: 10.173 eV
**Energy**: -15674.6163 eV

Geometry as ORCA input:
```
! RIJCOSX wB97M-V def2-TZVPD def2/J DEFGRID3
* xyz 0 1
H 1.383 2.537 1.067
C -0.520 0.261 -0.076
O -1.441 0.577 0.865
H 3.421 -0.147 -0.354
N -1.013 -0.714 -0.877
Si 1.168 1.214 -0.154
C -2.515 -0.289 0.725
C -2.214 -1.063 -0.358
H -3.328 -0.310 1.486
H 1.804 -0.946 -0.729
H -2.677 -1.785 -0.879
C 2.334 -0.227 -0.048
H 1.214 1.871 -1.430
H 2.385 -0.978 0.763
*
```